{
  "formula": "C33H38BN3O5",
  "method": "ωB97M-V/def2-TZVPD",
  "species": ["C", "C", "C", "C", "C", "B", "O", "C", "C", "C", "C", "O", "C", "O", "O", "H", "H", "H", "H", "H", "H", "H", "H", "H", "H", "H", "H", "H", "H", "C", "N", "C", "O", "C", "C", "C", "C", "C", "C", "C", "C", "N", "C", "C", "C", "C", "C", "C", "C", "C", "N", "C", "C", "C", "C", "C", "H", "H", "H", "H", "H", "H", "H", "H", "H", "H", "H", "H", "H", "H", "H", "H", "H", "H", "H", "H", "H", "H", "H", "H"],
  "coordinates": [[-1.182, 3.468, 4.343], [-1.057, 2.019, 4.194], [-1.397, 1.036, 5.113], [-1.109, -0.178, 4.446], [-0.828, 0.063, 3.069], [0.464, -1.053, 2.593], [1.036, -0.509, 1.407], [1.985, -1.403, 0.849], [2.022, -2.678, 1.730], [2.918, -3.726, 1.109], [0.589, -3.236, 1.788], [-0.259, -2.328, 2.463], [2.416, -2.234, 3.172], [1.541, -1.212, 3.612], [-0.427, 1.495, 3.100], [-0.793, 3.813, 5.312], [-0.689, 4.012, 3.545], [-2.241, 3.727, 4.344], [-1.785, 1.123, 6.144], [-1.287, -1.175, 4.860], [1.699, -1.630, -0.201], [2.995, -0.930, 0.887], [2.902, -4.654, 1.705], [2.527, -3.945, 0.102], [3.961, -3.395, 0.986], [0.182, -3.330, 0.764], [0.558, -4.218, 2.270], [2.375, -3.070, 3.904], [3.444, -1.839, 3.174], [-0.193, -0.088, -5.318], [0.017, 0.469, -4.002], [1.016, 1.383, -3.736], [1.682, 1.934, -4.609], [1.048, 1.539, -2.213], [1.107, 3.005, -1.817], [2.343, 3.695, -2.351], [2.186, 4.969, -2.906], [3.278, 5.627, -3.481], [4.533, 5.005, -3.546], [4.677, 3.729, -2.988], [3.601, 3.083, -2.380], [-0.179, 0.858, -1.776], [-0.572, 0.869, -0.472], [-1.420, -0.020, 0.126], [-2.045, 0.025, 1.459], [-3.016, -1.137, 1.585], [-3.171, -1.776, 2.816], [-3.693, -3.080, 2.874], [-4.400, -3.609, 1.790], [-5.081, -4.877, 1.922], [-5.615, -5.921, 2.019], [-4.457, -2.870, 0.611], [-3.794, -1.636, 0.501], [-0.645, -0.083, -2.825], [-2.165, -0.047, -3.038], [-0.137, -1.524, -2.621], [0.515, 0.355, -5.999], [-0.073, -1.174, -5.360], [-1.203, 0.138, -5.682], [1.936, 0.982, -1.838], [0.225, 3.503, -2.262], [1.109, 3.088, -0.719], [1.190, 5.397, -2.896], [3.129, 6.628, -3.866], [5.373, 5.525, -4.016], [5.656, 3.245, -3.034], [3.746, 2.089, -1.948], [-0.075, 1.623, 0.158], [-1.613, -0.915, -0.491], [-2.468, 0.984, 1.816], [-2.851, -1.256, 3.702], [-3.566, -3.672, 3.791], [-5.010, -3.274, -0.251], [-3.912, -1.086, -0.419], [-2.402, 0.880, -3.565], [-2.460, -0.904, -3.655], [-2.710, -0.049, -2.090], [0.950, -1.545, -2.762], [-0.363, -1.935, -1.631], [-0.587, -2.161, -3.391]],
  "forces_ev_per_angstrom": [[0.036, 0.812, 0.327], [1.647, -1.160, -0.156], [0.453, -0.786, -0.336], [-2.111, 0.248, -0.587], [2.844, -0.162, 0.071], [-0.452, 0.462, 1.102], [0.250, -0.023, -0.984], [0.240, 0.103, 0.807], [-0.017, -0.120, -0.042], [0.215, -0.213, -0.154], [-0.317, 0.543, -0.325], [0.168, 0.381, -0.030], [-0.108, 0.012, -0.130], [-0.668, 0.238, -0.135], [-3.109, -0.152, 0.652], [0.000, -0.185, -0.299], [0.069, 0.001, -0.106], [-0.057, 0.059, -0.105], [0.387, 0.218, -0.892], [0.343, 0.420, -0.228], [0.251, -0.064, 0.370], [-0.444, -0.223, -0.290], [0.095, 0.269, -0.249], [0.187, -0.139, 0.270], [-0.279, -0.044, 0.155], [0.327, -0.331, -0.022], [0.059, -0.018, 0.069], [0.047, 0.063, -0.529], [-0.044, -0.158, -0.073], [-0.587, 0.029, -0.135], [0.618, 0.349, 0.150], [-0.462, -0.367, -1.288], [-0.572, -0.602, 1.412], [0.382, -0.161, -0.044], [0.214, 0.115, 0.100], [0.112, 0.210, -0.389], [0.761, -0.465, 0.024], [-0.036, -0.302, 0.222], [-0.616, 0.008, 0.262], [0.187, 0.247, -0.074], [0.047, 0.247, -0.020], [0.061, -0.114, -0.009], [0.137, -0.002, 0.649], [-0.122, -0.122, -0.241], [-0.034, 0.215, 0.162], [-0.789, -0.130, 0.253], [-0.244, -1.157, -0.691], [-0.342, 0.685, 0.680], [0.521, 0.088, 0.207], [-0.987, -2.588, 0.025], [1.350, 2.807, -0.223], [-0.236, 0.543, -0.539], [0.462, -0.750, 0.825], [0.038, -0.307, 0.176], [0.182, 0.288, 0.048], [0.126, 0.037, 0.097], [0.245, 0.219, -0.087], [0.113, 0.052, 0.249], [0.145, 0.012, 0.054], [-0.406, 0.345, -0.158], [0.237, -0.159, 0.517], [-0.272, 0.072, -0.325], [0.129, 0.223, -0.073], [0.114, -0.035, -0.126], [-0.277, -0.286, 0.197], [-0.344, 0.066, 0.067], [-0.014, 0.353, -0.172], [-0.379, -0.210, -0.484], [-0.153, 0.484, 0.866], [0.362, -0.365, -0.406], [0.307, -0.501, -0.044], [-0.363, 0.405, -0.372], [0.204, 0.351, 0.514], [0.317, 0.052, -0.123], [-0.124, -0.093, 0.064], [-0.076, 0.237, 0.197], [0.111, -0.137, -0.237], [-0.115, -0.016, 0.117], [-0.043, 0.090, -0.269], [0.099, -0.009, 0.246]],
  "total_charge": 0,
  "homo_lumo_gap_ev": 6.728
}

---

{
  "formula": "C22H19CdNO12P2S3",
  "method": "ωB97M-V/def2-TZVPD",
  "species": ["Cd", "C", "C", "O", "P", "O", "O", "O", "P", "O", "O", "O", "H", "H", "H", "H", "H", "H", "H", "O", "C", "O", "C", "C", "C", "N", "C", "C", "C", "O", "O", "H", "H", "H", "O", "C", "C", "C", "C", "C", "S", "C", "C", "C", "C", "S", "C", "C", "C", "C", "S", "H", "H", "H", "H", "H", "H", "H", "H", "H"],
  "coordinates": [[-0.193, -0.116, 0.196], [-3.692, -3.264, 1.546], [-2.739, -2.255, 0.945], [-3.203, -1.828, -0.327], [-2.821, -0.659, 1.828], [-4.361, -0.229, 1.690], [-2.749, -0.691, 3.427], [-1.959, 0.391, 1.232], [-0.896, -2.844, 0.895], [-0.470, -1.806, 2.277], [-0.898, -4.194, 1.514], [-0.405, -2.142, -2.019], [-4.729, -2.998, 1.340], [-3.543, -3.294, 2.622], [-3.482, -4.248, 1.134], [-2.411, -1.513, -0.854], [-4.564, -0.354, 0.757], [-1.831, -0.877, 3.648], [0.071, -2.405, 2.805], [6.259, -2.923, 0.384], [5.214, -3.584, 0.434], [5.033, -4.785, 0.642], [3.916, -2.725, 0.218], [3.900, -1.409, 0.668], [2.766, -0.646, 0.487], [1.670, -1.102, -0.117], [1.677, -2.351, -0.602], [2.780, -3.190, -0.435], [0.541, -2.884, -1.434], [0.587, -4.029, -1.851], [-0.927, -0.932, -1.509], [4.780, -0.996, 1.139], [2.715, 0.388, 0.809], [2.754, -4.193, -0.832], [0.564, 1.846, 0.182], [0.444, 2.578, 1.328], [1.289, 1.956, 2.425], [2.635, 2.124, 2.580], [3.202, 1.269, 3.548], [2.282, 0.443, 4.108], [0.703, 0.714, 3.470], [0.959, 3.986, 1.112], [0.970, 5.024, 1.991], [1.449, 6.220, 1.418], [1.792, 6.060, 0.112], [1.535, 4.439, -0.437], [-0.998, 2.818, 1.726], [-1.634, 2.831, 2.928], [-3.010, 3.130, 2.814], [-3.383, 3.379, 1.534], [-2.066, 3.223, 0.438], [3.210, 2.830, 2.005], [4.249, 1.258, 3.792], [2.431, -0.294, 4.872], [0.640, 4.927, 3.008], [1.516, 7.149, 1.959], [2.184, 6.800, -0.559], [-1.155, 2.600, 3.862], [-3.690, 3.134, 3.648], [-4.355, 3.636, 1.159]],
  "forces_ev_per_angstrom": [[0.794, 1.019, 0.705], [0.228, 0.004, -0.067], [0.112, 0.825, 0.699], [-0.020, -0.068, -0.625], [-1.220, -0.177, 0.599], [0.051, -0.038, 0.327], [-0.359, -0.112, -0.398], [-0.370, -0.144, 0.212], [-0.724, 0.101, 0.621], [-0.109, -0.186, -0.136], [0.064, -1.157, 0.323], [-0.392, -0.020, -0.865], [-0.032, 0.108, -0.028], [-0.008, -0.193, 0.129], [0.045, -0.116, 0.025], [-0.126, -0.044, -0.081], [-0.205, -0.042, -0.388], [0.449, -0.178, 0.087], [0.136, -0.019, 0.080], [0.578, 0.414, -0.002], [-0.697, 0.463, -0.124], [-0.234, -0.696, 0.019], [0.340, 0.053, 0.148], [-0.049, -0.121, -0.131], [0.181, 0.204, 0.114], [0.983, -0.876, -0.279], [0.688, -0.104, -0.073], [-0.108, 0.074, -0.035], [0.180, -0.887, -0.357], [0.251, 0.353, 0.304], [-0.913, -0.360, -1.353], [0.040, 0.004, 0.002], [-0.037, -0.084, 0.046], [-0.074, -0.014, 0.034], [0.159, 0.756, -0.234], [0.161, 0.313, 0.186], [-0.093, -0.041, 0.329], [-0.229, 0.142, 0.058], [-0.006, -0.121, 0.005], [-0.483, -0.024, 0.028], [0.767, 0.233, 0.060], [0.294, 0.211, -0.146], [0.069, -0.177, -0.101], [0.053, 0.126, -0.077], [0.057, -0.290, -0.363], [-0.009, 0.395, 0.392], [-0.195, 0.035, -0.026], [0.303, 0.012, -0.111], [-0.276, 0.124, -0.057], [0.170, 0.068, -0.323], [-0.164, 0.064, 0.391], [0.003, 0.152, -0.139], [0.188, -0.054, 0.096], [0.056, -0.197, 0.137], [-0.125, -0.046, 0.220], [0.076, 0.183, 0.001], [0.065, 0.145, -0.126], [0.104, -0.015, 0.128], [-0.163, 0.031, 0.149], [-0.226, -0.014, -0.008]],
  "total_charge": -2,
  "homo_lumo_gap_ev": 6.498
}

---

no.,HOMO (eV),calculated total energy (eV),maximum force (eV/A)
1,-8.0,-50220.1982,3.181
2,-2.6,-104833.3391,1.671